No. 1
Entry from the Open Molecules 2025 dataset: a cluster of 3 separate species, C30H52N4O5 in total at a distorted geometry (ωB97M-V/def2-TZVPD).

Values from the calculation:
spin multiplicity	3
relative energy (zero: lowest compared OMol25 entry of this formula, charge and spin)	0.0	kJ/mol
lowest unoccupied orbital energy (spin up / spin down)	0.61 / 0.25	eV
⟨S²⟩	2.01

Cartesian coordinates (Å):
C  -7.567  3.735  -0.384
C  -6.712  3.529  -1.655
C  -5.790  2.292  -1.560
C  -4.309  2.665  -1.339
N  -3.718  3.477  -2.402
C  -3.248  2.725  -3.555
C  -3.944  2.941  -4.880
C  -4.107  1.901  -5.782
C  -4.719  2.243  -6.955
C  -5.182  3.501  -7.233
N  -5.028  4.497  -6.372
C  -4.409  4.175  -5.257
C  -1.810  3.351  -3.839
O  -1.140  2.745  -2.752
C  -1.499  1.422  -2.910
O  -0.792  0.475  -2.724
O  -2.810  1.398  -3.354
H  -8.463  4.305  -0.637
H  -7.844  2.785  0.074
H  -7.034  4.321  0.371
H  -7.411  3.362  -2.478
H  -6.163  4.462  -1.810
H  -6.083  1.770  -0.640
H  -5.928  1.575  -2.373
H  -3.704  1.798  -1.077
H  -4.314  3.297  -0.441
H  -4.349  4.198  -2.724
H  -3.757  0.901  -5.574
H  -4.859  1.472  -7.706
H  -5.664  3.717  -8.179
H  -4.246  4.994  -4.552
H  -1.977  4.422  -3.776
H  -1.490  3.052  -4.841
C  -1.255  1.095  4.217
C  -1.057  -0.392  3.857
C  0.439  -0.733  3.798
C  1.132  -0.262  2.525
C  0.383  -0.779  1.301
C  -1.092  -0.377  1.297
N  -1.775  -0.711  2.587
O  -2.050  -1.981  2.584
C  -1.194  1.132  0.993
C  -1.783  -1.043  0.109
C  -1.649  -1.132  5.057
H  -1.028  1.791  3.415
H  -2.287  1.283  4.519
H  -0.612  1.371  5.055
H  0.563  -1.819  3.869
H  0.947  -0.315  4.669
H  1.203  0.830  2.511
H  2.159  -0.636  2.509
H  0.870  -0.407  0.396
H  0.473  -1.870  1.271
H  -2.210  1.500  1.155
H  -0.941  1.325  -0.051
H  -0.506  1.747  1.569
H  -1.684  -2.128  0.118
H  -1.343  -0.701  -0.826
H  -2.848  -0.798  0.084
H  -2.729  -0.986  5.120
H  -1.206  -0.753  5.979
H  -1.452  -2.203  5.023
C  7.774  -2.478  2.242
C  6.435  -3.225  2.408
C  6.541  -4.644  1.833
C  6.463  -4.704  0.311
C  5.208  -3.987  -0.176
C  5.127  -2.541  0.319
N  5.327  -2.433  1.797
O  4.216  -2.769  2.383
C  6.169  -1.697  -0.444
C  3.783  -1.949  -0.101
C  6.285  -3.355  3.925
H  7.992  -2.155  1.228
H  7.796  -1.586  2.871
H  8.606  -3.115  2.547
H  5.729  -5.258  2.238
H  7.468  -5.111  2.171
H  7.363  -4.270  -0.134
H  6.435  -5.747  -0.012
H  5.177  -4.004  -1.268
H  4.329  -4.545  0.164
H  6.272  -0.704  -0.002
H  5.860  -1.560  -1.480
H  7.154  -2.156  -0.499
H  2.937  -2.528  0.267
H  3.698  -1.932  -1.187
H  3.678  -0.922  0.258
H  6.139  -2.381  4.394
H  7.189  -3.797  4.348
H  5.452  -3.998  4.206

---

No. 2
Entry from the Open Molecules 2025 dataset: a cluster of 3 separate species, C30H53N2O8S4 in total at a distorted geometry (ωB97M-V/def2-TZVPD).

Values from the calculation:
lowest unoccupied orbital energy	1.46	eV
total charge	-1

Cartesian coordinates (Å):
C  -3.853  -0.121  1.428
C  -5.184  -0.216  0.456
C  -5.618  1.263  -0.194
C  -6.448  -0.597  1.483
C  -5.135  -1.421  -0.653
C  -3.734  -1.550  -1.491
C  -3.006  -0.129  -1.864
C  -4.145  -2.245  -2.955
C  -2.629  -2.588  -0.800
C  -3.036  -4.134  -0.311
C  -1.986  -5.169  0.411
C  -0.396  -4.745  0.672
O  0.595  -5.641  1.295
C  0.528  -5.608  2.764
C  1.317  -4.344  3.462
O  1.070  -4.268  4.919
C  1.650  -2.942  5.310
C  0.498  -1.810  5.592
S  0.174  -0.684  4.088
O  -1.006  -1.381  3.315
O  1.448  -0.649  3.177
N  -0.254  0.899  4.710
S  -0.384  2.080  3.397
O  -0.682  1.384  2.043
O  -1.674  2.925  3.733
C  1.034  3.312  3.347
C  1.887  3.313  1.941
C  3.493  3.503  2.222
C  4.479  2.763  1.142
N  3.976  1.436  0.617
C  4.094  0.141  1.392
C  3.385  -0.980  0.418
C  2.899  -0.174  -0.930
C  3.322  1.411  -0.751
C  0.039  -3.235  0.193
C  -1.041  -2.173  -0.513
H  -3.352  -1.165  1.611
H  -4.254  0.240  2.490
H  -3.088  0.717  1.086
H  -6.258  1.899  0.553
H  -4.611  1.789  -0.487
H  -6.179  1.049  -1.226
H  -7.392  -0.678  0.778
H  -6.593  0.291  2.237
H  -6.266  -1.637  2.013
H  -5.270  -2.456  -0.073
H  -6.025  -1.341  -1.418
H  -2.181  -0.370  -2.690
H  -2.424  0.369  -0.970
H  -3.755  0.666  -2.284
H  -4.947  -3.098  -2.827
H  -3.213  -2.545  -3.597
H  -4.707  -1.371  -3.544
H  -4.142  -4.490  -0.452
H  -2.309  -6.245  0.766
H  1.033  -6.592  3.191
H  -0.593  -5.638  3.126
H  0.994  -3.309  3.003
H  2.473  -4.501  3.273
H  2.214  -3.151  6.333
H  2.477  -2.628  4.539
H  -0.515  -2.398  5.774
H  0.711  -1.195  6.575
H  0.605  4.394  3.516
H  1.771  3.021  4.208
H  1.533  4.287  1.348
H  1.605  2.404  1.261
H  3.837  3.213  3.311
H  3.708  4.673  2.118
H  4.808  3.482  0.248
H  5.492  2.522  1.726
H  4.579  0.006  2.450
H  3.265  -2.111  0.707
H  2.335  -0.658  -1.852
H  3.114  2.290  -1.496
H  1.158  -2.913  0.388
H  -0.620  -1.109  -0.785
C  3.739  5.142  -4.888
S  4.423  3.548  -4.377
O  3.735  3.150  -3.104
C  6.059  4.180  -3.936
H  2.695  4.997  -5.176
H  3.790  5.854  -4.061
H  4.300  5.522  -5.745
H  5.966  4.952  -3.167
H  6.543  4.592  -4.824
H  6.658  3.353  -3.548
C  -0.312  1.751  -6.122
S  0.372  0.156  -5.611
O  -0.316  -0.242  -4.339
C  2.008  0.789  -5.170
H  -1.356  1.605  -6.410
H  -0.261  2.462  -5.295
H  0.249  2.131  -6.979
H  1.915  1.560  -4.401
H  2.492  1.200  -6.058
H  2.607  -0.038  -4.782

---

No. 3
Entry from the Open Molecules 2025 dataset: a cluster of 3 separate species, C30H54FN4OS2 in total at a distorted geometry (ωB97M-V/def2-TZVPD).

Values from the calculation:
lowest unoccupied orbital energy	-3.35	eV
total charge	+1

Cartesian coordinates (Å):
C  -0.435  -2.714  2.420
C  0.226  -2.549  1.269
C  0.300  -1.257  0.477
C  0.858  -1.463  -0.972
C  -0.149  -2.349  -1.698
C  0.041  -2.563  -3.208
C  -1.200  -2.239  -4.006
F  0.308  -3.934  -3.390
C  2.286  -2.011  -0.811
C  3.111  -0.787  -0.784
N  2.484  0.268  -1.144
C  3.128  1.589  -1.254
C  2.647  2.581  -0.204
C  1.158  2.945  -0.254
C  0.633  3.263  -1.661
N  -0.828  3.116  -1.698
C  -1.508  4.376  -1.295
C  -2.922  4.199  -0.753
C  -3.289  5.306  0.239
C  -4.659  5.052  0.903
C  -1.318  2.638  -2.935
S  -0.778  3.087  -4.403
S  -2.668  1.527  -2.857
C  -2.415  0.656  -1.291
C  -3.711  0.074  -0.719
C  -4.328  0.979  0.358
C  1.045  -0.017  -1.500
O  0.861  0.262  -2.849
H  -0.453  -1.978  3.214
H  -0.935  -3.661  2.603
H  0.727  -3.421  0.851
H  -0.714  -0.859  0.429
H  0.953  -0.544  1.002
H  -1.153  -1.956  -1.523
H  -0.139  -3.346  -1.258
H  0.922  -2.051  -3.599
H  -2.060  -2.706  -3.516
H  -1.390  -1.166  -4.053
H  -1.137  -2.673  -5.003
H  2.555  -2.535  -1.744
H  2.477  -2.710  -0.001
H  4.158  -0.791  -0.503
H  4.195  1.412  -1.105
H  3.024  1.974  -2.268
H  2.910  2.230  0.797
H  3.221  3.499  -0.358
H  1.044  3.853  0.344
H  0.534  2.201  0.248
H  1.080  2.669  -2.453
H  0.889  4.308  -1.880
H  -1.492  5.055  -2.158
H  -0.895  4.825  -0.512
H  -3.634  4.194  -1.582
H  -3.010  3.233  -0.248
H  -2.507  5.344  1.002
H  -3.308  6.262  -0.290
H  -4.584  5.036  1.988
H  -5.386  5.809  0.610
H  -5.056  4.095  0.557
H  -1.971  1.337  -0.564
H  -1.698  -0.147  -1.482
H  -3.484  -0.893  -0.264
H  -4.462  -0.080  -1.495
H  -3.566  1.532  0.909
H  -4.910  0.377  1.059
H  -5.029  1.696  -0.074
H  0.420  0.675  -0.943
H  1.559  -0.140  -3.380
C  -4.147  -2.519  4.044
C  -3.790  -1.585  5.193
C  -3.662  -0.123  4.751
C  -2.573  0.067  3.795
N  -1.716  0.201  3.042
H  -3.370  -2.519  3.277
H  -4.260  -3.542  4.402
H  -5.088  -2.223  3.575
H  -2.856  -1.909  5.657
H  -4.560  -1.640  5.963
H  -3.478  0.520  5.613
H  -4.594  0.218  4.295
C  8.363  -4.029  1.469
C  7.394  -4.524  0.402
C  6.709  -3.378  -0.355
C  5.870  -2.562  0.524
N  5.241  -1.912  1.233
H  7.849  -3.452  2.239
H  8.850  -4.871  1.958
H  9.140  -3.400  1.033
H  6.637  -5.165  0.857
H  7.929  -5.134  -0.326
H  6.083  -3.779  -1.155
H  7.455  -2.735  -0.825